Entry 1:
Formula: C3H8N2
Source: the OMol25 dataset
Level of theory: ωB97M-V/def2-TZVPD

The geometry in XYZ format:
```
13
Properties=species:S:1:pos:R:3
C 1.1051 0.3048 0.4690
C 1.3780 -0.0535 1.8052
C -1.6686 0.0788 -1.7209
N 0.0572 -0.1291 -0.1604
N -0.3040 0.4927 -1.2435
H 1.7618 0.9682 -0.1811
H 1.1664 0.7705 2.5097
H 2.4727 -0.2671 2.1393
H 0.7679 -0.9461 1.8282
H -2.5948 0.2493 -1.0593
H -1.8170 0.4668 -2.6941
H -1.7749 -0.9970 -1.9101
H -0.5501 -0.9384 0.2178
```

Calculated values
2S+1 = 1
ΔE to the lowest compared entry with this formula, charge and spin = 4.591 eV

Here are the Mulliken charges for atoms 1 to 6, given in e: -0.024 -0.793 -0.825 0.265 -0.871 0.344

***

Entry 2:
Formula: C2H4OS2
Source: the OMol25 dataset
Level of theory: ωB97M-V/def2-TZVPD

The geometry in XYZ format:
```
9
Properties=species:S:1:pos:R:3
C 0.7320 0.2620 0.1317
C -1.9199 0.3075 0.2387
O 2.7211 -1.2996 -0.1162
S 2.3505 0.3743 0.1480
S -0.4486 1.3710 0.4649
H 3.0984 -1.3602 -1.0846
H -2.7169 0.4143 0.8613
H -1.6121 -0.6778 0.0763
H -2.2046 0.6083 -0.7203
```

Calculated values
2S+1 = 1
ΔE to the lowest compared entry with this formula, charge and spin = 2.547 eV

Here are the Mulliken charges for atoms 1 to 6, given in e: -0.047 -0.929 -0.465 0.061 0.014 0.331

***

Entry 3:
Formula: C4H9NOS
Source: the OMol25 dataset
Level of theory: ωB97M-V/def2-TZVPD

The geometry in XYZ format:
```
16
Properties=species:S:1:pos:R:3
C -1.4793 0.6791 -0.8503
N -0.2812 1.2426 -0.0887
C 0.7028 0.2688 0.3904
C 0.0748 -0.7050 1.4358
S -0.1209 -0.2609 3.1990
C 1.2544 -0.4768 -0.8706
O 0.6502 -1.4475 -1.4938
H -1.6282 1.3462 -1.6793
H -2.1693 0.2388 -0.2581
H -1.0318 -0.1461 -1.4967
H -0.7046 1.6104 0.8168
H 1.3860 0.8902 0.7996
H 0.5107 -1.6292 1.4105
H -0.9607 -1.0334 1.0788
H 2.3511 -0.9702 -0.7915
H 1.4462 0.3932 -1.6019
```

Calculated values
⟨S²⟩ = 0.756
charge = -1
2S+1 = 2
ΔE to the lowest compared entry with this formula, charge and spin = 2.840 eV

Here are the Mulliken charges for atoms 1 to 6, given in e: -0.905 -0.569 0.181 -0.913 -0.228 -0.799

***

Entry 4:
Formula: C6H14
Source: the OMol25 dataset
Level of theory: ωB97M-V/def2-TZVPD

The geometry in XYZ format:
```
20
Properties=species:S:1:pos:R:3
C -1.9047 0.5466 1.1551
C -0.9670 1.1902 0.1073
C 0.2553 0.2248 -0.1253
C 1.5107 0.8259 -0.3607
C -0.0460 -1.1151 -0.5738
C 0.7503 -2.2268 0.1662
H -1.5809 0.7410 2.1847
H -1.7024 -0.5049 0.8977
H -2.9610 0.7875 1.1033
H -1.4392 1.2689 -0.8823
H -0.5388 2.1521 0.3932
H 1.1423 0.3861 0.8284
H 2.3331 0.2617 -0.7758
H 1.7430 1.8691 -0.1452
H 1.3704 2.1771 -2.9931
H 1.2736 2.5708 -2.3834
H -0.1091 -1.3355 -1.6310
H 1.5951 -2.5551 -0.4422
H 0.1638 -3.1173 0.4046
H 1.1368 -1.7897 1.0950
```

Calculated values
2S+1 = 1
ΔE to the lowest compared entry with this formula, charge and spin = 7.192 eV

Here are the Mulliken charges for atoms 1 to 6, given in e: -0.974 -0.594 0.793 -1.220 -0.576 -1.123

***

Entry 5:
Formula: C16H35ClF2NO15PS
Source: the OMol25 dataset
Level of theory: ωB97M-V/def2-TZVPD

The geometry in XYZ format:
```
72
Properties=species:S:1:pos:R:3
C 1.0430 4.1774 -0.5576
O -0.2227 4.6386 -0.1519
C -1.2477 4.2253 -1.0352
C -1.6491 2.7210 -0.8523
C -3.1059 2.6660 -0.3936
C -3.7454 1.2277 -0.3539
C -2.7259 0.1629 -0.0556
C -2.0796 -0.4448 -1.1072
P -2.5550 0.0374 -2.8518
O -3.5650 -1.2093 -3.2463
Cl -0.8302 -0.0935 -4.0154
C -1.0926 -1.3985 -0.8932
O -0.4325 -2.0311 -1.9158
C -0.7695 -1.7150 0.3898
C -1.4412 -1.1340 1.4496
C -2.4167 -0.1961 1.2575
S -3.1961 0.5459 2.6622
O -3.1151 -0.2743 3.8083
O -2.6936 1.8609 2.8368
F -4.7253 0.7023 2.3117
C -0.8087 -1.7975 2.6844
O -1.2410 -2.1458 3.7481
N 0.5326 -2.0419 2.2258
C 1.3585 -2.7955 3.1694
C 1.7993 -1.9248 4.3738
C 1.3413 -2.4839 5.7101
F 1.3883 -0.6021 4.2254
C 0.2750 -2.6609 0.9777
O 0.7493 -3.6751 0.5288
H 1.3042 4.5113 -1.5721
H 1.1026 3.0834 -0.5037
H 1.7724 4.6300 0.1156
H -2.1402 4.8317 -0.8847
H -0.8992 4.3634 -2.0732
H -0.9474 2.2829 -0.1368
H -1.4686 2.2496 -1.8228
H -3.1256 3.0459 0.6313
H -3.7395 3.2841 -1.0304
H -4.5493 1.2761 0.3751
H -4.2355 1.0617 -1.3126
H -3.0177 -2.0054 -3.3518
H 0.2242 -1.3901 -2.2263
H 2.2691 -3.0874 2.6473
H 0.8367 -3.6880 3.5229
H 2.8829 -1.8947 4.4081
H 1.8045 -1.9532 6.5322
H 0.2592 -2.3894 5.8288
H 1.6343 -3.5311 5.8026
O 0.5247 -3.9010 -4.1237
H -0.0128 -3.2257 -3.6945
H 1.0291 -4.2920 -3.3999
O 3.3448 -4.4185 -3.9108
H 4.2135 -4.2823 -4.3020
H 2.7276 -4.1407 -4.6005
O 5.1778 -6.4651 -5.0102
H 5.5775 -6.3650 -4.1385
H 4.2861 -6.7767 -4.8184
O 7.9044 -7.8175 -5.1875
H 7.0008 -7.5222 -5.0151
H 8.4349 -7.0183 -5.1217
O -0.9259 5.0356 -4.4766
H -0.1825 5.5469 -4.8110
H -1.6502 5.2585 -5.0694
O -2.6035 7.2739 -0.2006
H -2.7419 8.1794 0.0880
H -1.8415 6.9861 0.3133
O 4.0288 -2.0152 6.2487
H 3.8679 -1.1011 6.5092
H 4.7804 -2.2820 6.7892
O -2.4094 8.1865 2.3377
H -2.0211 8.2616 3.2153
H -3.3053 7.8731 2.4999
```

Calculated values
2S+1 = 1
structure (SMILES) = COCCCCc1c(P(O)Cl)c(O)c2c(c1S(=O)(=O)F)C(=O)N(C[C@H](C)F)C2=O.O.O.O.O.O.O.O.O
DFT total energy = -3213.47919 a.u.

Here are the Mulliken charges for atoms 1 to 6, given in e: -0.659 -0.449 -0.528 0.254 -0.456 -2.276

***

Entry 6:
Formula: C2H5N5
Source: the OMol25 dataset
Level of theory: ωB97M-V/def2-TZVPD

The geometry in XYZ format:
```
12
Properties=species:S:1:pos:R:3
H 1.9450 0.8587 0.7620
N 1.9335 0.5402 -0.2169
C 0.7555 0.0656 -0.4810
N 0.2835 -0.5261 -1.6405
N -1.0655 -0.8968 -1.5915
C -1.4064 -0.5428 -0.3718
N -0.3750 0.0288 0.3481
N -0.4660 0.4645 1.6564
H 0.8744 -0.8045 -2.4329
H -2.4218 -0.6124 0.0307
H 0.1553 -0.0240 2.2666
H -0.2124 1.4489 1.6706
```

Calculated values
2S+1 = 1
ΔE to the lowest compared entry with this formula, charge and spin = 1.957 eV
structure (SMILES) = [H]/N=c1/[nH]ncn1N

Here are the Mulliken charges for atoms 1 to 6, given in e: 0.221 -0.741 0.455 0.066 -0.623 0.050